Molecular formula: C24H40As3Br2ClSiTm
Method: DFT, ωB97M-V with the def2-TZVPD basis set

Output
spin multiplicity: 3
<S²>: 2.002
HOMO (spin up / spin down): -10.90 / -10.90 eV
LUMO energy (spin up / spin down): -2.7 / -2.7 eV
net charge: +1
frontier orbital gap (spin up / spin down): 8.171 / 8.187 eV
energy above the lowest of the compared OMol25 structures with the same formula, charge and spin: 1.590 eV
energy: -14628.573580 Ha

Element x y z (Å)
Tm  10.600  13.714  13.400
Br  11.668  11.552  15.275
C  12.222  15.448  13.737
Br  10.678  16.011  15.037
H  12.117  16.294  13.130
H  13.094  15.439  14.287
C  14.425  12.650  11.809
As  12.511  12.638  11.377
C  12.380  10.752  11.097
C  12.532  13.268  9.509
C  12.078  14.698  9.183
C  12.441  14.907  7.700
C  10.569  14.819  9.328
As  9.681  15.219  11.083
C  7.931  14.781  10.481
C  9.630  17.131  11.143
C  12.832  15.694  10.036
As  14.796  15.820  9.811
C  15.147  16.784  11.517
C  14.629  17.327  8.500
H  14.844  13.676  11.936
H  15.017  12.200  10.928
H  14.642  12.095  12.692
H  12.678  10.425  10.105
H  11.340  10.354  11.195
H  12.871  10.215  11.836
H  11.807  12.632  9.037
H  13.537  13.009  9.099
H  11.980  14.153  6.975
H  13.550  14.807  7.458
H  12.224  15.904  7.380
H  10.118  13.887  9.002
H  10.127  15.575  8.683
H  7.830  15.272  9.495
H  7.237  15.112  11.220
H  7.906  13.653  10.253
H  9.190  17.403  10.159
H  10.654  17.494  11.317
H  9.041  17.384  12.029
H  12.748  15.513  11.108
H  12.445  16.735  9.995
H  15.147  16.113  12.393
H  14.538  17.676  11.528
H  16.190  17.109  11.238
H  13.884  17.074  7.740
H  15.593  17.553  8.027
H  14.167  18.122  9.082
C  7.231  15.221  15.756
C  7.296  14.243  14.728
C  7.974  12.976  14.938
C  8.606  12.781  16.179
C  8.532  13.816  17.140
C  7.819  14.982  16.947
Si  9.733  11.384  16.592
C  9.146  9.618  16.435
C  8.000  9.343  17.128
C  7.503  8.081  17.260
C  8.127  6.982  16.668
C  9.287  7.224  16.028
C  9.799  8.518  15.953
H  6.757  16.140  15.556
H  6.905  14.389  13.722
H  7.796  12.186  14.235
H  9.020  13.578  18.082
H  7.823  15.656  17.777
H  10.053  11.682  18.001
H  7.560  10.214  17.569
H  6.604  8.032  17.847
H  7.769  5.921  16.712
H  9.823  6.347  15.692
H  10.873  8.689  15.640
Cl  9.238  11.905  12.035

Forces on the atoms, in the same order (eV/Å):
-0.249 -0.697 -0.280
-0.467 0.323 0.170
-2.819 -1.258 -0.235
0.381 -0.489 -0.141
0.445 1.210 -1.096
1.820 0.193 1.351
1.191 0.822 -2.040
0.629 0.376 0.332
-2.535 -0.631 -1.298
0.319 -0.206 0.217
0.945 -0.191 -0.285
1.064 -1.386 -1.437
-0.619 0.014 0.590
1.333 -1.031 -0.093
0.477 -1.650 -1.804
0.145 -0.066 -0.330
0.219 1.245 0.809
-0.461 -0.292 -0.544
1.478 -0.073 -1.771
0.018 -0.393 0.578
-0.507 -0.653 -0.039
-0.973 0.529 1.315
-0.010 -0.507 0.674
0.481 0.191 -0.039
0.521 0.830 -0.123
1.474 -0.804 1.334
-0.220 -0.660 -0.390
-0.691 0.375 0.338
0.155 1.013 1.162
-1.136 -0.083 0.798
-0.620 0.595 -0.283
-0.224 -0.220 0.042
0.232 0.330 -0.180
-0.416 0.053 0.603
-0.845 0.022 0.187
-0.179 1.707 0.795
0.328 0.527 0.921
-0.437 0.101 -0.378
-0.192 0.288 -0.423
-0.299 -0.631 0.172
0.056 -0.447 -0.556
-0.122 0.560 -0.422
-0.323 0.122 0.611
-0.783 -0.156 0.995
0.410 -0.206 0.103
-0.391 0.275 0.285
0.463 0.493 -0.159
-0.072 -1.273 -2.486
1.255 -1.363 0.441
-1.502 2.432 0.798
-0.020 0.834 -0.485
0.338 -1.599 -0.157
1.017 -0.743 1.377
0.103 -0.935 0.249
0.740 0.365 -0.213
-0.453 0.995 0.117
-1.092 -0.442 0.425
-1.635 -0.692 0.743
1.532 0.000 -0.493
3.070 -0.126 -0.960
-0.613 0.928 -0.170
-0.342 0.232 0.388
0.406 -0.212 -0.384
-0.055 0.537 0.051
-0.307 0.610 0.136
0.469 -0.093 -0.136
-0.995 0.012 0.568
-0.306 -0.580 0.095
0.049 1.347 0.228
0.384 0.313 -0.350
-1.367 -0.535 -0.214
0.332 0.525 0.394

=====

Molecular formula: C3H7N4
Method: DFT, ωB97M-V with the def2-TZVPD basis set

Output
HOMO (spin up / spin down): -14.15 / -14.15 eV
LUMO energy (spin up / spin down): -6.7 / -6.7 eV
net charge: +1
frontier orbital gap (spin up / spin down): 7.488 / 7.487 eV
energy above the lowest of the compared OMol25 structures with the same formula, charge and spin: 6.516 eV
energy: -337.064804 Ha

Element x y z (Å)
C  -0.143  0.030  0.205
C  -1.485  1.255  -1.621
C  -0.021  0.821  -1.343
N  -1.267  -0.180  0.789
N  -2.390  0.972  -0.912
N  -2.418  0.452  0.353
N  2.037  -1.103  0.967
H  0.905  -0.121  0.568
H  0.759  1.683  -1.168
H  0.530  0.229  -1.991
H  -3.306  0.044  0.721
H  3.006  -1.120  0.575
H  1.617  -2.041  0.884
H  2.178  -0.921  1.973

Forces on the atoms, in the same order (eV/Å):
-4.630 1.674 -1.252
1.847 -2.528 2.841
0.291 3.166 2.531
2.775 1.305 -1.969
-0.004 0.669 -0.983
-0.997 -0.678 0.979
2.119 -0.661 0.803
0.146 -0.794 0.097
-1.956 -1.087 -0.218
0.104 -1.571 -1.695
1.055 0.454 -0.951
-1.099 -0.208 0.287
0.487 0.527 0.044
-0.138 -0.269 -0.515

=====

Molecular formula: C5H15N2O
Method: DFT, ωB97M-V with the def2-TZVPD basis set

Output
HOMO: -11.79 eV
LUMO energy: -2.9 eV
net charge: +1
frontier orbital gap: 8.926 eV
energy above the lowest of the compared OMol25 structures with the same formula, charge and spin: 0.716 eV
energy: -384.024707 Ha

Element x y z (Å)
C  1.403  -2.162  -0.769
C  0.899  -0.862  -0.192
C  -0.594  -0.920  0.137
C  -1.385  0.347  0.223
C  -1.969  0.921  -0.837
N  -2.587  2.144  -0.839
N  1.678  -0.556  1.064
H  1.386  -3.021  -0.124
H  2.464  -2.102  -1.036
H  0.844  -2.408  -1.670
H  1.131  -0.070  -0.898
H  -0.773  -1.547  1.014
H  -1.006  -1.592  -0.585
H  -1.462  0.824  1.193
H  -2.002  0.449  -1.807
H  -2.828  2.583  0.037
H  -3.317  2.273  -1.522
H  1.445  0.421  1.369
H  2.679  -0.646  0.915
H  1.359  -1.150  1.830
H  0.227  2.082  0.453
H  1.366  2.946  1.063
O  1.042  2.046  0.978

Forces on the atoms, in the same order (eV/Å):
0.883 -0.082 -0.558
-0.126 -0.524 0.225
-0.217 -0.311 0.196
0.461 0.089 -0.055
-0.291 0.188 0.369
-0.411 0.295 -0.115
-0.718 0.647 0.406
-0.571 -0.326 0.658
-0.126 0.271 -0.232
0.046 0.026 -0.015
-0.110 0.257 0.103
0.361 0.180 0.489
-0.429 -0.109 -1.016
-0.072 0.079 0.069
0.244 -0.239 -0.136
0.142 -0.179 0.086
0.144 0.014 -0.073
0.419 -0.070 -0.425
0.114 -0.017 0.158
0.298 -0.360 -0.135
0.070 0.022 0.048
0.067 0.103 0.059
-0.177 0.045 -0.107

=====

Which of these has the highest energy above the lowest of the compared OMol25 structures with the same formula, charge and spin? C3H7N4

=====

The highest energy above the lowest of the compared OMol25 structures with the same formula, charge and spin belongs to which entry? C3H7N4